Here is a 7-piece molecular cluster, C7H28N14O7 overall from OMol25. Energies are from wB97M-V/def2-TZVPD.

Geometry (Å):
1 N -1.048 0.245 -0.591
2 C 0.304 0.264 -0.575
3 N 0.940 -0.937 -0.562
4 O 0.921 1.335 -0.600
5 H -1.721 -0.461 -0.838
6 H -1.422 1.188 -0.507
7 H 0.366 -1.752 -0.438
8 H 1.939 -0.816 -0.455
9 N 2.095 -5.362 1.359
10 C 1.883 -4.066 1.770
11 N 0.579 -3.679 1.790
12 O 2.802 -3.319 2.072
13 H 1.495 -5.702 0.626
14 H 3.078 -5.540 1.229
15 H -0.103 -4.415 1.759
16 H 0.281 -2.745 2.003
17 N -3.972 0.768 1.732
18 C -3.293 0.508 2.885
19 N -2.545 -0.638 2.806
20 O -3.418 1.161 3.904
21 H -4.677 1.482 1.727
22 H -3.969 0.146 0.946
23 H -2.042 -1.039 3.571
24 H -2.552 -1.059 1.894
25 N 3.643 -1.025 0.838
26 C 4.421 -0.688 -0.234
27 N 4.462 0.661 -0.500
28 O 5.118 -1.476 -0.850
29 H 3.525 -2.018 1.033
30 H 3.288 -0.325 1.463
31 H 4.937 0.975 -1.323
32 H 4.130 1.321 0.180
33 N 1.365 5.555 -0.014
34 C 1.585 4.920 1.178
35 N 1.304 3.561 1.109
36 O 1.861 5.509 2.201
37 H 1.320 6.555 0.007
38 H 1.311 5.034 -0.868
39 H 1.131 3.094 1.979
40 H 1.610 3.050 0.296
41 N -3.322 -3.293 -2.727
42 C -2.448 -3.461 -1.696
43 N -2.143 -4.751 -1.408
44 O -1.894 -2.505 -1.157
45 H -3.765 -4.124 -3.074
46 H -3.639 -2.378 -2.982
47 H -2.676 -5.462 -1.878
48 H -1.532 -5.080 -0.688
49 N -1.815 4.802 -2.531
50 C -1.477 3.606 -1.951
51 N -0.343 3.028 -2.445
52 O -2.157 3.122 -1.058
53 H -2.612 5.291 -2.169
54 H -1.435 5.071 -3.419
55 H 0.306 3.580 -2.976
56 H 0.018 2.284 -1.840

Lowest unoccupied orbital energy = -0.4 eV
Energy = -42914.21046 eV
HOMO energy = -8.96 eV
SMILES string = NC(N)=O.NC(N)=O.NC(N)=O.NC(N)=O.NC(N)=O.NC(N)=O.NC(N)=O

***

Here is a 2-piece molecular cluster, C8H17PS3 overall from OMol25. Energies are from wB97M-V/def2-TZVPD.

Geometry (Å):
1 C -1.091 0.202 1.017
2 C 0.647 -1.450 0.296
3 C 0.305 0.038 0.355
4 C -0.711 -1.806 2.800
5 C 1.881 0.552 -1.598
6 C -0.084 2.103 -1.164
7 C -0.593 -0.140 -1.955
8 C 0.410 0.657 -1.056
9 P -0.673 -2.435 4.525
10 S -1.087 -4.295 4.487
11 S -1.173 -0.074 2.818
12 S 0.873 -2.071 1.998
13 H -1.550 1.189 1.080
14 H -1.625 -0.596 0.401
15 H -0.092 -2.019 -0.169
16 H 1.618 -1.755 -0.066
17 H 0.952 0.621 0.933
18 H -1.635 -2.249 2.268
19 H 2.007 -0.504 -2.093
20 H 2.584 0.826 -0.764
21 H 2.202 1.343 -2.369
22 H 0.644 2.537 -1.755
23 H -1.135 2.198 -1.510
24 H 0.041 2.632 -0.228
25 H -0.329 -1.005 -2.410
26 H -0.770 0.514 -2.895
27 H -1.559 -0.373 -1.586
28 H -1.411 -1.050 6.031
29 H 0.654 -2.166 4.858

Lowest unoccupied orbital energy = -1.1 eV
Energy = -50362.35185 eV
HOMO energy = -8.68 eV

***

Here is C13H12N3O9S2Y as an isolated structure from OMol25. Energies are from wB97M-V/def2-TZVPD.

Geometry (Å):
1 Y -1.049 0.848 -0.445
2 C 2.129 4.737 0.178
3 C 0.925 3.856 -0.085
4 S 1.012 2.265 0.671
5 C -0.096 4.288 -0.844
6 C -0.078 5.665 -1.475
7 S -1.575 3.369 -1.146
8 H 2.605 4.437 1.112
9 H 1.862 5.794 0.252
10 H 2.880 4.635 -0.615
11 H 0.925 5.962 -1.790
12 H -0.450 6.431 -0.782
13 H -0.728 5.680 -2.350
14 N -1.527 0.748 1.989
15 C -2.749 -0.006 2.267
16 C -3.754 0.133 1.109
17 O -4.936 -0.108 1.328
18 O -3.221 0.465 -0.008
19 H -0.706 0.337 2.418
20 H -1.585 1.719 2.274
21 H -3.241 0.277 3.200
22 H -2.488 -1.064 2.333
23 O -1.513 -1.066 -1.982
24 C -0.258 -1.122 -1.958
25 O 0.473 -0.107 -2.104
26 C 0.369 -2.349 -1.353
27 C 0.808 -3.460 -1.988
28 C 1.363 -4.515 -1.225
29 C 1.451 -4.423 0.145
30 C 0.980 -3.298 0.800
31 C 0.417 -2.185 0.092
32 O -0.007 -1.121 0.606
33 N 1.069 -3.304 2.248
34 O 1.870 -4.076 2.771
35 O 0.342 -2.568 2.886
36 N 1.828 -5.706 -1.881
37 O 1.735 -5.770 -3.101
38 O 2.299 -6.613 -1.204
39 H 0.744 -3.556 -3.062
40 H 1.875 -5.230 0.721

Total charge = -2
Lowest unoccupied orbital energy = 4.2 eV
Energy = -59290.70616 eV
HOMO energy = -1.26 eV

***

Here is C42H32AsClIrN5O3S as an isolated structure from OMol25. Energies are from wB97M-V/def2-TZVPD.

Geometry (Å):
1 Ir -0.263 0.872 1.632
2 N 3.386 -1.104 3.205
3 C 2.365 -0.501 2.590
4 S 0.779 -1.054 2.898
5 N 2.804 0.478 1.737
6 N 1.872 1.233 1.216
7 C 2.297 1.929 0.165
8 C 1.605 2.938 -0.510
9 C 2.311 3.549 -1.600
10 C 1.817 4.615 -2.265
11 C 0.553 5.177 -1.874
12 C -0.171 4.636 -0.871
13 C 0.281 3.464 -0.158
14 O -0.478 2.958 0.714
15 H 3.204 -1.856 3.843
16 H 4.326 -0.777 3.048
17 H 3.301 1.703 -0.179
18 H 3.281 3.141 -1.874
19 H 2.378 5.057 -3.081
20 H 0.177 6.051 -2.396
21 H -1.131 5.041 -0.573
22 Cl -2.278 6.347 6.241
23 C -1.499 5.062 5.428
24 C -0.080 5.003 5.440
25 C 0.544 3.981 4.814
26 C -0.208 2.963 4.114
27 O 0.404 2.044 3.548
28 C -1.663 3.047 4.125
29 C -2.540 2.071 3.496
30 N -2.171 1.065 2.808
31 C -3.198 0.214 2.316
32 C -4.203 -0.292 3.081
33 C -5.201 -1.110 2.496
34 C -5.180 -1.378 1.161
35 C -4.137 -0.857 0.348
36 C -4.059 -1.046 -1.049
37 C -3.042 -0.475 -1.751
38 C -2.047 0.253 -1.062
39 N -2.074 0.431 0.234
40 C -3.128 -0.088 0.939
41 C -2.263 4.097 4.785
42 H 0.481 5.775 5.953
43 H 1.622 3.893 4.807
44 H -3.610 2.244 3.620
45 H -4.218 -0.087 4.149
46 H -5.996 -1.507 3.119
47 H -5.957 -1.983 0.704
48 H -4.827 -1.626 -1.551
49 H -2.976 -0.572 -2.825
50 H -1.212 0.693 -1.593
51 H -3.347 4.171 4.807
52 O 0.638 -0.768 -0.216
53 As 0.868 -1.853 -1.450
54 C -0.320 -3.336 -1.327
55 C -0.639 -4.170 -2.400
56 C -1.405 -5.308 -2.176
57 C -1.834 -5.612 -0.888
58 C -1.507 -4.780 0.179
59 C -0.747 -3.636 -0.035
60 C 0.793 -0.991 -3.164
61 C -0.055 -1.335 -4.211
62 C -0.005 -0.619 -5.402
63 C 0.883 0.440 -5.542
64 C 1.731 0.787 -4.492
65 C 1.693 0.067 -3.306
66 C 2.643 -2.568 -1.377
67 C 3.586 -1.933 -0.579
68 C 4.896 -2.403 -0.564
69 C 5.251 -3.500 -1.343
70 C 4.299 -4.138 -2.133
71 C 2.992 -3.671 -2.154
72 H -0.293 -3.948 -3.403
73 H -1.659 -5.961 -3.005
74 H -2.426 -6.505 -0.716
75 H -1.834 -5.026 1.182
76 H -0.489 -2.975 0.785
77 H -0.757 -2.152 -4.108
78 H -0.663 -0.889 -6.223
79 H 0.917 0.996 -6.472
80 H 2.423 1.616 -4.600
81 H 2.353 0.329 -2.489
82 H 3.292 -1.092 0.041
83 H 5.638 -1.914 0.056
84 H 6.274 -3.862 -1.334
85 H 4.576 -5.000 -2.731
86 H 2.252 -4.172 -2.769

Total charge = +1
Lowest unoccupied orbital energy (alpha / beta) = -2.8 / -5.0 eV
Energy = -144692.64014 eV
<S²> = 8.857
Spin multiplicity = 6
HOMO energy (alpha / beta) = -8.70 / -9.93 eV